{
  "formula": "C2H6BNO4",
  "method": "ωB97M-V/def2-TZVPD",
  "relative_energy_kj_mol": 200.91,
  "e_tot_ev": -12528.382,
  "smiles": "NC=C(O)O.O=BO",
  "homo_energy_ev": -8.28,
  "homo_lumo_gap_ev": 8.660,
  "e_lumo_ev": 0.38,
  "charge": 0,
  "species": ["N", "C", "C", "O", "O", "H", "H", "H", "H", "H", "O", "B", "O", "H"],
  "coordinates": [[-0.211, 1.581, 0.649], [-0.443, 0.247, 0.881], [-0.968, -0.635, 0.003], [-1.314, -0.141, -1.288], [-1.230, -1.957, 0.122], [-0.955, 2.089, 1.124], [-0.286, 1.752, -0.349], [-0.343, -0.244, 1.890], [-1.500, -0.978, -1.783], [-1.690, -2.192, 0.921], [2.923, -1.012, 0.463], [2.488, -0.236, -0.334], [1.935, 0.476, -1.254], [1.595, 1.249, -1.045]],
  "lowdin_charge": [0.0416, -0.2013, -0.4072, 0.0216, 0.0802, 0.0967, 0.0773, 0.1427, 0.1225, 0.1126, 0.1634, -0.5651, 0.2931, 0.0217]
}